The following is a DFT calculation (ωB97M-V/def2-TZVPD) of C23H28N7PPtS2Te as an isolated structure.

Each line ends with the natural charge from an NBO analysis.
Geometry (Å):
Pt -1.07 -1.45 -0.80  0.54
C 2.17 2.97 -0.07  -0.41
N 1.41 1.76 0.27  -0.30
C 1.26 1.26 1.53  -0.04
C 0.49 0.15 1.41  -0.07
N 0.18 -0.04 0.09  -0.50
C 0.75 0.96 -0.59  0.09
P 0.65 1.30 -2.38  0.77
C -1.15 1.05 -2.54  0.10
N -1.88 0.15 -1.89  -0.52
C -3.19 0.36 -2.25  -0.05
C -3.24 1.40 -3.12  -0.05
N -1.96 1.83 -3.30  -0.30
C -1.58 2.96 -4.15  -0.41
C 1.25 -0.29 -3.04  0.03
N 0.72 -1.46 -2.74  -0.52
C 1.46 -2.39 -3.41  -0.08
C 2.43 -1.76 -4.14  -0.05
N 2.29 -0.42 -3.90  -0.31
C 3.16 0.62 -4.44  -0.41
H 2.55 3.39 0.85  0.24
H 1.52 3.70 -0.55  0.23
H 3.00 2.72 -0.72  0.23
H 1.69 1.74 2.39  0.25
H 0.13 -0.51 2.18  0.23
H -3.99 -0.24 -1.85  0.23
H -4.07 1.87 -3.62  0.25
H -2.00 3.87 -3.75  0.23
H -1.94 2.78 -5.16  0.24
H -0.49 3.05 -4.17  0.23
H 1.24 -3.44 -3.36  0.23
H 3.20 -2.14 -4.80  0.24
H 4.13 0.60 -3.94  0.22
H 2.70 1.59 -4.29  0.22
H 3.30 0.46 -5.51  0.24
C 1.79 -3.02 1.11  -0.63
Te -0.24 -3.43 0.59  0.83
C -0.54 -3.12 2.69  -0.63
C 0.74 -3.67 3.27  -0.07
C 0.79 -4.24 4.54  -0.19
C 1.99 -4.73 5.03  -0.18
C 3.14 -4.67 4.26  -0.18
C 3.09 -4.12 2.98  -0.18
C 1.90 -3.61 2.49  -0.08
H 1.92 -1.93 1.10  0.23
H 2.46 -3.46 0.38  0.25
H -1.43 -3.64 3.02  0.25
H -0.66 -2.05 2.88  0.22
H -0.11 -4.30 5.14  0.22
H 2.02 -5.17 6.02  0.23
H 4.07 -5.07 4.64  0.23
H 3.98 -4.09 2.37  0.22
S -2.51 -2.92 -1.81  0.04
C -3.83 -3.06 -0.75  -0.05
N -4.87 -3.83 -0.98  -0.54
C -5.83 -4.01 0.11  -0.23
C -5.66 -2.78 1.01  -0.54
S -3.94 -2.20 0.75  0.37
H -4.89 -4.42 -1.80  0.44
H -5.60 -4.93 0.64  0.22
H -6.84 -4.07 -0.29  0.24
H -5.80 -3.02 2.06  0.26
H -6.34 -1.98 0.73  0.24

The charge is +2. For the HOMO energy, the calculation gives -13.4 eV. For the HOMO-LUMO gap, the calculation gives 8.599 eV.


The following is a DFT calculation (ωB97M-V/def2-TZVPD) of one molecule with the formula C4H7N3O in a non-equilibrium geometry.

Each line ends with the natural charge from an NBO analysis.
Geometry (Å):
C 1.22 0.84 -0.91  -0.26
C -0.24 0.85 -1.42  -0.10
C -1.28 -0.36 1.16  -0.01
C 0.03 -1.02 1.40  0.00
H 1.58 1.83 -1.00  0.21
H 1.92 0.23 -1.58  0.17
H -0.39 0.93 -2.54  0.22
H -0.76 1.64 -0.79  0.21
H -1.90 0.23 2.09  0.23
H 0.13 -2.04 1.80  0.21
H 2.55 0.73 0.52  0.36
N -1.76 -0.12 -0.05  -0.11
N 1.17 -0.71 0.91  -0.23
N 1.46 0.57 0.45  -0.47
O -0.95 -0.44 -1.13  -0.42

For the HOMO energy, the calculation gives -8.7 eV. The SMILES is C1=N\NCCO\N=C/1. For the HOMO-LUMO gap, the calculation gives 9.223 eV.


The following is a DFT calculation (ωB97M-V/def2-TZVPD) of C18H12B3Ba2Br6O24 as an isolated structure in a non-equilibrium geometry.

Each line ends with the Löwdin spin population.
Geometry (Å):
Ba -2.47 4.40 -2.08  0.00
Ba -2.73 -3.98 3.26  0.00
O 1.81 -2.98 0.69  0.00
C 1.02 -2.02 0.62  0.00
O 1.15 -0.96 -0.25  0.00
B 0.12 -0.02 0.10  0.00
O -0.61 -0.59 1.33  0.00
C -0.15 -1.84 1.53  0.00
O -0.59 -2.67 2.33  0.00
O -0.80 0.11 -1.05  0.00
C -0.82 1.37 -1.45  0.00
O -1.45 1.81 -2.36  0.00
C 0.01 2.18 -0.56  0.00
O 0.53 1.42 0.27  0.00
O -0.01 3.38 -0.61  0.00
O -0.97 -1.15 4.68  0.00
C -1.69 -0.35 4.08  0.00
O -1.43 0.78 3.66  0.00
B -2.52 1.47 3.00  0.00
O -3.58 0.47 2.82  0.00
C -3.14 -0.57 3.62  0.00
O -3.80 -1.58 3.94  0.00
O -2.99 2.65 3.84  0.00
C -3.09 3.75 3.05  0.00
O -3.42 4.88 3.37  0.00
C -2.72 3.20 1.59  0.00
O -2.16 2.06 1.71  0.00
O -2.88 3.83 0.49  0.00
O -4.69 2.99 -1.96  0.00
C -4.76 1.73 -1.83  0.00
O -3.94 0.90 -1.30  0.00
B -4.49 -0.46 -1.42  0.00
O -5.79 -0.36 -2.20  0.00
C -5.95 0.92 -2.43  0.00
O -6.86 1.45 -3.09  0.00
O -3.57 -1.31 -2.14  0.00
C -3.12 -2.30 -1.39  0.00
O -2.38 -3.17 -1.72  0.00
C -3.70 -1.97 0.04  0.00
O -4.58 -1.00 -0.05  0.00
O -3.52 -2.79 0.97  0.00
Br 4.52 -1.99 -1.18  0.02
C 4.63 -3.82 -0.32  0.00
C 4.06 -4.91 -1.22  0.00
Br 4.23 -6.67 -0.34  0.00
H 4.20 -3.87 0.68  0.00
H 5.67 -4.10 -0.15  0.00
H 4.67 -4.93 -2.13  0.00
H 3.01 -4.81 -1.48  0.00
Br 5.00 1.41 -5.26  0.80
C 4.08 0.36 -3.87  0.06
C 3.02 1.18 -3.09  0.00
Br 1.40 1.68 -4.26  0.08
H 4.92 -0.07 -3.32  0.02
H 3.52 -0.47 -4.31  0.01
H 3.40 2.10 -2.64  0.00
H 2.71 0.61 -2.22  0.00
Br 4.39 0.24 3.27  0.00
C 4.18 1.03 1.40  0.00
C 4.22 2.57 1.54  0.00
Br 3.82 3.45 -0.13  0.00
H 3.23 0.69 1.01  0.00
H 5.08 0.77 0.84  0.00
H 5.23 2.82 1.88  0.00
H 3.54 3.01 2.26  0.00

The charge is +2. For the HOMO energy (alpha / beta), the calculation gives -13.9 / -13.9 eV. Its multiplicity is 2. For the HOMO-LUMO gap (alpha / beta), the calculation gives 8.011 / 2.298 eV.


The following is a DFT calculation (ωB97M-V/def2-TZVPD) of a 3-piece molecular cluster, C27H59BF5N5O11P2S overall in a non-equilibrium geometry.

Each line ends with the Mulliken charge.
Geometry (Å):
N 3.83 -2.70 3.59  -0.74
P 4.55 -2.66 2.19  0.12
C 3.72 -1.58 0.91  0.78
C 4.01 -2.17 -0.47  -1.73
C 4.10 -1.20 -1.65  -0.66
C 5.02 0.01 -1.47  -0.91
C 6.44 -0.36 -1.09  1.02
F 6.82 -1.57 -1.56  -0.34
F 6.58 -0.40 0.27  -0.30
C 7.46 0.68 -1.60  0.38
F 8.72 0.41 -1.18  -0.25
F 7.10 1.91 -1.14  -0.16
F 7.45 0.72 -2.96  -0.26
O 2.38 -1.56 1.30  0.13
C 1.54 -0.83 0.43  -2.72
B 1.92 0.73 0.40  1.53
N 1.92 1.50 -0.80  -0.63
O 2.29 1.34 1.57  -0.91
C 0.02 -1.02 0.77  2.15
C -0.25 -0.67 2.25  -2.21
C -0.76 0.76 2.49  -0.95
C -1.78 0.72 3.62  -0.99
S -2.15 2.34 4.22  1.25
O -3.29 2.30 5.08  -0.66
O -2.20 3.23 3.10  -0.64
O -0.84 2.66 5.04  -0.45
O -0.55 -0.16 -0.19  -0.46
C -1.90 -0.26 -0.60  -0.32
C -2.95 -0.39 0.50  0.93
C -4.37 -0.64 -0.03  -0.18
C -5.41 0.12 0.81  -1.46
C -5.55 1.59 0.38  -0.11
N -5.06 2.56 1.39  -0.60
C -2.04 -1.25 -1.78  -0.18
C -2.12 -0.60 -3.17  -0.56
O -1.09 0.34 -3.36  -0.68
C -3.51 -0.06 -3.56  -0.57
N -3.77 1.36 -3.32  -0.60
P -0.25 -2.86 0.61  0.35
N 0.24 -3.61 1.87  -0.89
O 0.47 -3.32 -0.76  -0.52
O -1.81 -3.19 0.36  -0.46
H 3.56 -3.66 3.78  0.24
H 5.86 -2.15 2.24  0.04
H 4.63 -3.91 1.56  0.11
H 4.22 -0.61 1.02  0.40
H 4.92 -2.77 -0.42  0.86
H 3.19 -2.87 -0.68  0.40
H 4.46 -1.75 -2.51  0.63
H 3.11 -0.84 -1.91  0.19
H 4.64 0.66 -0.69  -0.01
H 5.01 0.59 -2.38  0.74
H 1.61 -1.16 -0.60  0.28
H 1.05 1.43 -1.31  0.16
H 2.07 2.48 -0.58  0.14
H 2.41 0.69 2.27  0.37
H 0.62 -0.87 2.87  0.59
H -1.01 -1.36 2.63  0.93
H 0.06 1.39 2.83  1.25
H -1.18 1.22 1.61  0.32
H -2.71 0.24 3.34  0.20
H -1.37 0.15 4.45  0.69
H -0.79 3.62 5.04  0.39
H -2.12 0.72 -1.04  0.88
H -2.99 0.58 1.00  -0.38
H -2.69 -1.10 1.28  -0.02
H -4.60 -1.69 -0.02  0.25
H -4.44 -0.23 -1.03  -0.19
H -5.13 0.12 1.86  0.60
H -6.37 -0.34 0.66  0.29
H -6.60 1.82 0.22  0.39
H -5.05 1.77 -0.57  0.03
H -4.62 3.34 0.93  0.30
H -4.37 2.16 2.01  -0.01
H -2.83 -1.97 -1.63  0.41
H -1.11 -1.81 -1.80  -0.20
H -1.89 -1.39 -3.87  0.60
H -1.32 1.17 -2.93  0.43
H -4.27 -0.68 -3.12  0.00
H -3.60 -0.20 -4.64  0.55
H -3.44 1.67 -2.42  0.23
H -3.26 1.90 -4.01  0.34
H 0.99 -4.24 1.65  0.23
H -0.20 -3.74 -1.32  0.39
H -2.21 -3.34 1.22  0.40
C -6.96 -4.50 -2.42  -0.67
C -8.30 -3.84 -2.72  -0.59
C -8.20 -2.55 -1.92  -0.52
O -6.81 -2.20 -1.90  -0.30
C -6.03 -3.30 -2.37  -0.08
H -6.66 -5.24 -3.16  0.38
H -7.00 -4.99 -1.44  0.29
H -8.38 -3.62 -3.78  0.26
H -9.16 -4.44 -2.44  0.35
H -8.53 -2.70 -0.88  0.29
H -8.77 -1.73 -2.35  0.30
H -5.65 -3.05 -3.37  0.25
H -5.18 -3.45 -1.71  0.03
C 6.20 5.18 1.88  -0.37
C 7.33 4.36 1.26  -0.47
C 7.32 4.85 -0.18  -0.17
O 6.88 6.21 -0.13  -0.44
C 6.36 6.51 1.17  -0.51
H 6.27 5.27 2.97  0.35
H 5.24 4.73 1.64  0.13
H 8.28 4.61 1.74  0.29
H 7.19 3.28 1.34  0.25
H 6.61 4.28 -0.78  0.11
H 8.30 4.81 -0.65  0.29
H 7.08 7.16 1.69  0.27
H 5.42 7.05 1.06  0.29

For the HOMO energy, the calculation gives -8.6 eV. The SMILES is N=[PH2][C@@H](CCCC(F)(F)C(F)(F)F)O[C@H](B(N)O)[C@@](CCCS(=O)(=O)O)(O[C@H](CCCCN)C[C@H](O)CN)P(=N)(O)O.C1CCOC1.C1CCOC1. For the HOMO-LUMO gap, the calculation gives 8.712 eV.